No. 1
Computed, not measured: C27H35AsCuN4O6 as an isolated structure, with ωB97M-V/def2-TZVPD.

Values from the calculation:
Kohn-Sham gap (alpha / beta) = 5.743 / 5.474 eV
charge = 0
⟨S²⟩ = 0.995
F_max = 4.6 eV/A
multiplicity = 2
DFT total energy = -5596.1929 Ha
HOMO level (alpha / beta) = -8.05 / -7.93 eV

Structure (XYZ):
```
74
Properties=species:S:1:pos:R:3:lowdin_spin:R:1
O -2.877 1.134 -5.038 0.000
H -2.688 0.213 -5.284 0.000
Cu 0.815 -0.335 -2.504 0.323
N 1.442 -1.899 -1.392 0.159
N -0.860 -1.330 -2.426 -0.118
N 2.049 0.883 -1.526 0.032
N -0.301 1.317 -2.360 0.022
O 2.622 -2.020 -0.879 0.137
O 3.031 0.488 -0.714 0.005
O -1.551 1.328 -2.371 0.002
O -1.912 -0.931 -2.943 -0.138
C -0.787 -2.494 -1.717 0.077
C 0.497 -2.821 -1.163 -0.034
C 1.729 2.175 -1.520 0.020
C 0.420 2.436 -2.047 0.002
C 0.723 -4.024 -0.307 -0.008
H 0.309 -3.874 0.700 -0.003
H 1.796 -4.228 -0.212 0.000
H 0.233 -4.900 -0.750 -0.001
C -2.014 -3.290 -1.458 0.013
H -2.766 -3.026 -2.210 0.000
H -2.427 -3.088 -0.456 0.006
H -1.792 -4.362 -1.523 0.003
C 2.551 3.208 -0.835 0.004
C -0.185 3.791 -2.066 0.000
H 3.602 2.900 -0.835 0.000
H 2.220 3.341 0.203 0.001
H 2.454 4.175 -1.339 0.001
H -1.047 3.812 -2.740 0.000
H 0.554 4.527 -2.408 0.000
H -0.536 4.099 -1.072 0.000
H 2.982 -0.554 -0.785 0.002
H -2.717 1.144 -4.075 0.000
C 1.719 -0.647 -4.011 0.399
H 1.884 -1.727 -4.136 0.022
H 2.683 -0.123 -3.965 0.024
H 1.129 -0.270 -4.855 0.033
O 5.038 -3.021 -2.403 0.002
H 5.470 -2.255 -2.813 0.000
H 4.275 -2.636 -1.917 0.001
C 1.272 -3.279 3.520 0.000
C -0.110 -3.076 3.532 0.000
C -0.682 -2.056 2.762 0.000
C 0.150 -1.224 2.003 0.000
C 1.530 -1.452 1.957 0.000
C 2.093 -2.469 2.728 0.000
As -0.591 0.136 0.782 0.007
C -2.376 0.285 1.589 0.003
C -3.466 -0.095 0.789 0.000
C -4.750 -0.071 1.346 0.000
C -4.940 0.368 2.662 0.000
C -3.850 0.783 3.434 0.000
C -2.557 0.745 2.895 0.000
C 0.067 1.812 1.581 0.000
C -0.644 2.983 1.283 0.000
C -0.174 4.214 1.749 0.000
C 0.987 4.268 2.527 0.001
C 1.680 3.095 2.837 0.000
C 1.223 1.859 2.365 0.000
H 1.715 -4.071 4.128 0.000
H -0.755 -3.708 4.147 0.000
H -1.760 -1.890 2.762 0.000
H 2.166 -0.815 1.339 0.000
H 3.175 -2.617 2.703 0.000
H -3.292 -0.388 -0.250 0.000
H -5.601 -0.397 0.745 0.000
H -5.946 0.391 3.088 0.000
H -3.994 1.137 4.456 0.000
H -1.700 1.076 3.484 0.000
H -1.574 2.918 0.711 0.000
H -0.729 5.125 1.514 0.000
H 1.344 5.230 2.900 0.000
H 2.576 3.131 3.461 0.000
H 1.741 0.936 2.622 0.000
```



No. 2
Computed, not measured: C27H35ClN4P2Pb as an isolated structure, with ωB97M-V/def2-TZVPD.

Values from the calculation:
Kohn-Sham gap = 7.215 eV
charge = 0
F_max = 1.6 eV/A
DFT total energy = -2604.5451 Ha
HOMO level = -7.41 eV
relative energy (zero: lowest compared OMol25 entry of this formula, charge and spin) = 0.0 kJ/mol

Structure (XYZ):
```
70
Properties=species:S:1:pos:R:3:lowdin_charge:R:1
Pb -3.359 -2.606 0.854 0.746
C 3.814 1.241 -3.832 -0.106
C 3.937 0.671 -2.632 -0.124
C 4.329 1.339 -1.351 -0.189
C 4.153 2.875 -1.291 -0.206
C 2.743 3.352 -1.508 -0.112
C 2.130 3.624 -2.662 -0.111
C 2.724 3.557 -4.041 -0.190
C 3.993 2.686 -4.207 -0.206
C -5.273 -1.593 1.478 -0.439
H 3.583 0.606 -4.700 0.104
H 3.820 -0.418 -2.552 0.090
H 5.387 1.114 -1.130 0.118
H 3.747 0.896 -0.525 0.101
H 4.419 3.173 -0.262 0.109
H 4.882 3.360 -1.949 0.095
H 2.200 3.514 -0.567 0.100
H 1.104 4.013 -2.643 0.102
H 2.969 4.576 -4.386 0.116
H 1.958 3.179 -4.737 0.111
H 4.226 2.695 -5.286 0.109
H 4.842 3.166 -3.707 0.095
H -6.025 -2.116 0.861 -0.033
H -5.318 -0.514 1.307 -0.047
H -5.420 -1.830 2.538 -0.038
P -2.146 0.086 1.559 0.926
P -0.469 -2.445 0.664 0.817
N -2.749 1.419 0.627 -0.263
N -2.404 0.696 3.181 -0.248
N 0.031 -2.261 -0.982 -0.249
N 0.283 -3.940 1.099 -0.249
C -0.342 0.254 1.347 -0.354
C 0.416 -1.106 1.534 -0.355
C -3.557 1.221 -0.513 -0.143
C -3.759 2.443 -1.123 -0.093
C -3.071 3.437 -0.345 -0.087
C -2.462 2.787 0.721 -0.121
C -3.683 0.781 3.772 -0.132
C -3.531 1.057 5.128 -0.080
C -2.123 1.154 5.392 -0.084
C -1.458 0.924 4.192 -0.140
C -0.835 -2.525 -2.066 -0.143
C -0.187 -2.197 -3.240 -0.086
C 1.111 -1.698 -2.892 -0.082
C 1.216 -1.739 -1.510 -0.142
C 1.561 -4.438 0.799 -0.124
C 1.782 -5.588 1.550 -0.090
C 0.602 -5.822 2.340 -0.091
C -0.299 -4.819 2.045 -0.158
H 0.036 1.007 2.061 0.071
H -0.170 0.644 0.323 0.096
H 1.466 -1.040 1.195 0.072
H 0.441 -1.376 2.608 0.091
H -3.900 0.224 -0.774 0.088
H -4.318 2.626 -2.032 0.094
H -3.034 4.500 -0.554 0.093
H -1.869 3.163 1.543 0.108
H -4.571 0.628 3.184 0.091
H -4.327 1.154 5.848 0.092
H -1.664 1.340 6.352 0.091
H -0.405 0.897 3.972 0.087
H -1.837 -2.903 -1.883 0.059
H -0.585 -2.292 -4.243 0.096
H 1.873 -1.340 -3.580 0.084
H 2.016 -1.427 -0.851 0.091
H 2.187 -3.931 0.079 0.094
H 2.683 -6.185 1.564 0.090
H 0.455 -6.624 3.057 0.096
H -1.281 -4.610 2.438 0.011
Cl -2.685 -2.694 3.342 -0.120
```



No. 3
Computed, not measured: C27H35EuN2O2P3 as an isolated structure, with ωB97M-V/def2-TZVPD.

Values from the calculation:
Kohn-Sham gap (alpha / beta) = 5.064 / 3.716 eV
charge = +2
⟨S²⟩ = 16.060
F_max = 3.1 eV/A
multiplicity = 8
DFT total energy = -3043.6327 Ha
HOMO level (alpha / beta) = -12.56 / -13.28 eV
relative energy (zero: lowest compared OMol25 entry of this formula, charge and spin) = 257.0 kJ/mol

Structure (XYZ):
```
70
Properties=species:S:1:pos:R:3:lowdin_spin:R:1
Eu 0.408 -0.002 0.177 6.379
P 0.518 3.027 0.056 -0.002
P 2.014 -2.527 0.519 -0.027
N -1.621 0.815 -0.848 0.162
N -0.877 -1.820 -0.766 -0.130
H -3.309 0.176 -1.982 0.000
H -2.942 -2.282 -1.030 -0.004
H -3.354 -0.192 -0.226 0.007
C -2.705 -0.146 -1.115 0.015
H -2.116 -1.686 -2.498 -0.004
C -2.188 -1.558 -1.397 -0.001
H -1.932 1.832 -2.661 0.003
H -1.077 -3.845 -1.253 0.002
C -1.330 1.740 -1.742 -0.026
C -0.420 -3.067 -0.808 0.009
H -1.512 3.768 -1.014 -0.003
C -0.719 3.084 -1.354 -0.004
H -0.240 3.512 -2.238 0.000
H 3.119 -2.797 -0.355 -0.009
H 2.324 -3.485 1.524 -0.007
H 1.583 3.623 -0.680 -0.001
H 0.109 4.253 0.641 0.001
O 1.545 0.739 -1.653 0.479
C 0.936 0.591 -2.872 0.125
C 1.330 1.634 -3.896 0.037
C 1.135 -0.818 -3.409 0.025
H -0.285 0.854 -2.622 0.109
H 0.951 2.623 -3.622 0.002
H 2.423 1.679 -3.960 0.006
H 0.927 1.374 -4.883 0.000
H 0.820 -1.590 -2.698 0.002
H 0.605 -0.975 -4.356 0.000
H 2.214 -0.948 -3.586 0.005
C 0.818 -3.530 -0.350 -0.137
H 1.003 -4.590 -0.533 -0.006
O -0.461 -0.124 2.301 -0.008
P -0.431 0.221 3.789 0.000
C 1.113 1.070 4.154 0.000
C 1.183 1.958 5.241 0.000
C 2.371 2.644 5.509 0.000
C 3.477 2.478 4.673 0.000
C 3.407 1.598 3.585 0.000
C 2.242 0.873 3.338 0.000
C -1.838 1.276 4.181 0.000
C -2.205 1.479 5.521 0.000
C -3.294 2.297 5.833 0.000
C -4.030 2.900 4.808 0.000
C -3.677 2.682 3.472 0.000
C -2.582 1.878 3.153 0.000
C -0.569 -1.289 4.756 0.000
C -1.763 -2.017 4.694 0.000
C -1.882 -3.213 5.413 0.000
C -0.805 -3.681 6.170 0.000
C 0.386 -2.966 6.214 0.000
C 0.519 -1.766 5.507 0.000
H 0.311 2.111 5.877 0.000
H 2.424 3.311 6.374 0.000
H 4.396 3.028 4.864 0.000
H 4.267 1.472 2.925 0.000
H 2.215 0.149 2.524 0.000
H -1.647 0.999 6.328 0.000
H -3.563 2.465 6.875 0.000
H -4.884 3.534 5.043 0.000
H -4.250 3.140 2.665 0.000
H -2.302 1.702 2.111 0.000
H -2.593 -1.644 4.093 0.000
H -2.818 -3.761 5.372 0.000
H -0.907 -4.621 6.723 0.000
H 1.229 -3.331 6.804 0.000
H 1.450 -1.201 5.541 0.000
```



No. 4
Computed, not measured: a 8-piece molecular cluster, C27H35F7N3O21 overall, with ωB97M-V/def2-TZVPD.

Values from the calculation:
Kohn-Sham gap = 2.734 eV
charge = -1
F_max = 1.0 eV/A
DFT total energy = -3493.2259 Ha
HOMO level = -0.77 eV

Structure (XYZ):
```
93
Properties=species:S:1:pos:R:3:lowdin_charge:R:1
C 1.714 1.885 -1.094 -0.195
C 0.473 1.175 -0.538 -0.361
C 0.714 0.353 0.737 -0.231
C 0.970 -1.144 0.562 -0.202
C 2.379 -1.498 0.081 -0.189
N 2.395 -2.688 -0.813 -0.012
C 1.633 -2.561 -2.005 -0.534
N 1.704 -1.557 -2.766 0.175
N 0.785 -3.706 -2.216 0.104
H 2.516 1.950 -0.359 -0.068
H 2.067 1.453 -2.034 -0.086
H -0.279 1.914 -0.270 0.036
H 0.019 0.524 -1.298 0.078
H 1.497 0.809 1.348 0.096
H -0.204 0.390 1.346 0.087
H 0.825 -1.592 1.547 0.069
H 0.212 -1.600 -0.076 0.101
H 2.987 -1.787 0.937 0.108
H 2.835 -0.620 -0.381 0.093
H 3.358 -2.853 -1.088 0.109
H 1.065 -1.660 -3.555 0.045
H 1.388 -4.494 -2.443 0.085
H 0.209 -3.538 -3.036 0.071
C -3.907 -0.544 0.954 -0.048
C -4.909 0.493 1.409 -0.322
O -4.143 1.675 1.442 0.120
C -3.133 1.534 0.516 -0.535
O -2.458 2.410 0.111 0.186
O -3.035 0.236 0.138 0.073
F -5.393 0.236 2.656 0.060
H -3.354 -0.956 1.801 0.141
H -4.350 -1.352 0.378 0.140
H -5.750 0.630 0.726 0.155
C 1.787 2.216 -4.819 -0.061
C 1.732 2.057 -6.321 -0.324
O 1.355 3.346 -6.761 0.114
C 1.788 4.240 -5.816 -0.565
O 1.853 5.411 -5.998 0.158
O 2.144 3.601 -4.691 0.065
F 0.793 1.157 -6.723 0.057
H 0.815 2.034 -4.361 0.140
H 2.519 1.575 -4.338 0.126
H 2.683 1.789 -6.787 0.165
C 1.877 2.882 5.350 -0.052
C 3.130 2.749 4.512 -0.300
O 3.297 1.341 4.450 0.141
C 2.072 0.772 4.573 -0.545
O 1.817 -0.357 4.315 0.169
O 1.173 1.680 5.025 0.072
F 4.212 3.298 5.126 0.065
H 2.117 2.886 6.415 0.138
H 1.280 3.754 5.103 0.140
H 3.045 3.144 3.502 0.148
C 0.433 -3.404 4.055 -0.041
C -0.998 -3.809 4.320 -0.305
O -0.982 -5.200 4.040 0.119
C 0.288 -5.650 4.258 -0.567
O 0.581 -6.797 4.345 0.160
O 1.139 -4.617 4.378 0.085
F -1.882 -3.203 3.490 0.074
H 0.591 -3.165 3.005 0.107
H 0.774 -2.576 4.670 0.122
H -1.333 -3.660 5.348 0.168
C -0.694 -7.102 -0.268 -0.059
C -1.668 -6.042 -0.737 -0.327
O -1.379 -4.964 0.119 0.128
C -0.072 -5.075 0.504 -0.545
O 0.557 -4.215 1.006 0.177
O 0.397 -6.315 0.203 0.067
F -2.962 -6.422 -0.565 0.064
H -1.115 -7.680 0.556 0.143
H -0.366 -7.772 -1.058 0.135
H -1.532 -5.722 -1.771 0.162
C 5.477 5.333 -0.835 -0.065
C 6.041 3.929 -0.871 -0.314
O 5.489 3.348 0.287 0.127
C 4.306 3.988 0.539 -0.546
O 3.466 3.585 1.263 0.159
O 4.233 5.137 -0.173 0.066
F 7.401 3.922 -0.776 0.053
H 6.115 5.989 -0.238 0.138
H 5.320 5.766 -1.819 0.138
H 5.745 3.342 -1.742 0.174
C -7.075 3.449 -2.092 -0.046
C -8.458 2.902 -1.817 -0.318
O -8.330 1.549 -2.210 0.130
C -7.020 1.196 -2.057 -0.554
O -6.622 0.082 -2.053 0.182
O -6.249 2.298 -1.895 0.075
F -9.411 3.500 -2.572 0.072
H -6.987 3.788 -3.125 0.146
H -6.777 4.248 -1.419 0.143
H -8.764 2.943 -0.771 0.172
```



No. 5
Computed, not measured: C27H35N4NiO6P as an isolated structure, with ωB97M-V/def2-TZVPD.

Values from the calculation:
Kohn-Sham gap (alpha / beta) = 4.150 / 4.003 eV
charge = 0
⟨S²⟩ = 2.265
F_max = 3.5 eV/A
multiplicity = 3
DFT total energy = -3569.6321 Ha
HOMO level (alpha / beta) = -5.90 / -5.68 eV

Structure (XYZ):
```
74
Properties=species:S:1:pos:R:3:lowdin_spin:R:1
O 4.318 3.539 2.062 0.031
H 4.485 2.777 2.637 0.000
Ni 1.564 0.059 0.579 1.067
N 1.285 1.949 0.392 0.178
N 0.915 0.472 2.369 0.213
N 2.188 -0.478 -1.181 0.023
N 1.305 -1.886 0.645 0.046
O 1.434 2.554 -0.714 0.376
O 2.620 0.348 -2.182 0.003
O 0.914 -2.556 1.751 0.008
O 0.817 -0.420 3.297 0.294
C 0.772 1.798 2.672 -0.054
C 1.004 2.644 1.551 0.077
C 2.140 -1.783 -1.500 -0.002
C 1.632 -2.607 -0.438 -0.004
C 1.061 4.129 1.567 0.008
H 2.049 4.463 1.234 0.002
H 0.903 4.520 2.575 0.000
H 0.297 4.561 0.908 0.003
C 0.467 2.216 4.068 -0.014
H 1.204 1.785 4.759 -0.003
H -0.528 1.882 4.393 -0.004
H 0.496 3.306 4.168 0.000
C 2.442 -2.300 -2.855 0.000
C 1.457 -4.074 -0.563 0.000
H 3.046 -1.550 -3.385 0.000
H 1.502 -2.483 -3.408 0.000
H 2.980 -3.256 -2.767 0.000
H 0.809 -4.440 0.245 0.000
H 2.436 -4.582 -0.510 0.000
H 1.004 -4.328 -1.536 0.000
H 2.558 1.276 -1.836 0.000
H 0.792 -1.793 2.440 0.000
C 3.298 -0.244 1.507 -0.252
H 3.780 0.736 1.545 -0.015
H 3.854 -0.955 0.929 -0.014
H 3.180 -0.663 2.492 -0.011
O 4.578 2.967 -1.159 0.003
H 4.760 3.526 -0.372 0.000
H 4.641 2.063 -0.822 0.000
C -2.589 -3.167 -3.447 0.000
C -1.424 -2.451 -3.727 0.000
C -0.866 -1.590 -2.776 0.001
C -1.435 -1.490 -1.498 0.006
C -2.668 -2.117 -1.267 0.001
C -3.211 -2.995 -2.213 0.000
P -0.763 -0.165 -0.393 0.022
C -1.721 1.175 -1.194 0.005
C -1.164 1.801 -2.320 0.002
C -1.948 2.634 -3.125 0.001
C -3.302 2.846 -2.825 0.000
C -3.867 2.199 -1.725 0.001
C -3.088 1.351 -0.928 0.001
C -1.731 -0.541 1.110 -0.001
C -2.241 0.487 1.917 0.000
C -2.884 0.178 3.121 0.000
C -3.009 -1.155 3.534 0.002
C -2.447 -2.178 2.761 0.002
C -1.788 -1.868 1.569 0.000
H -3.033 -3.826 -4.201 0.000
H -0.972 -2.510 -4.712 0.000
H -0.020 -0.948 -3.041 0.000
H -3.244 -1.909 -0.363 0.000
H -4.155 -3.483 -1.989 0.000
H -0.118 1.633 -2.585 0.001
H -1.513 3.088 -4.011 0.000
H -3.921 3.481 -3.469 0.000
H -4.931 2.305 -1.497 0.000
H -3.569 0.812 -0.114 0.000
H -2.147 1.530 1.598 0.000
H -3.283 0.992 3.732 0.000
H -3.539 -1.393 4.462 0.000
H -2.497 -3.218 3.084 0.000
H -1.374 -2.682 0.973 0.000
```



No. 6
Computed, not measured: C27H35N5O2P2V as an isolated structure, with ωB97M-V/def2-TZVPD.

Values from the calculation:
Kohn-Sham gap (alpha / beta) = 5.053 / 5.255 eV
charge = 0
⟨S²⟩ = 3.899
F_max = 4.4 eV/A
multiplicity = 4
DFT total energy = -3100.3665 Ha
HOMO level (alpha / beta) = -6.45 / -6.76 eV
relative energy (zero: lowest compared OMol25 entry of this formula, charge and spin) = 111.4 kJ/mol

Structure (XYZ):
```
72
Properties=species:S:1:pos:R:3:lowdin_spin:R:1
V 2.755 0.119 2.653 3.159
C 3.850 -2.831 0.721 -0.026
C 3.080 -1.641 0.588 -0.093
C 1.684 -1.509 0.151 0.001
C 0.581 -1.625 1.244 0.011
C 0.062 -3.018 1.593 0.001
C 0.698 -4.201 1.417 0.003
C 1.815 -4.488 0.424 0.001
C 3.293 -4.265 0.751 0.000
C 1.951 -1.493 4.047 -0.085
H 4.856 -2.834 0.218 -0.004
H 3.629 -0.672 0.625 0.010
H 1.428 -2.194 -0.656 -0.002
H 1.565 -0.485 -0.307 0.002
H 0.861 -1.023 2.174 0.008
H -0.293 -1.087 0.806 0.000
H -0.931 -3.009 2.098 0.000
H 0.341 -5.094 2.015 0.000
H 1.595 -4.035 -0.546 0.000
H 1.763 -5.578 0.268 0.000
H 3.461 -4.694 1.754 0.000
H 3.891 -4.892 0.048 0.000
H 2.234 -2.573 3.943 -0.002
H 0.850 -1.429 4.179 -0.002
H 2.475 -1.009 4.898 -0.002
P -1.950 0.629 0.782 0.001
P 1.082 1.729 -1.054 0.006
N -3.267 -0.490 0.347 0.000
N -3.160 1.922 1.313 0.000
N 0.881 1.014 -2.659 0.001
N 1.658 3.303 -1.809 0.001
C -1.788 1.288 -0.921 0.000
C -0.668 2.315 -1.037 0.000
C -3.350 -1.751 0.954 0.000
C -4.429 -2.436 0.409 0.000
C -5.081 -1.551 -0.506 0.000
C -4.346 -0.365 -0.537 0.000
C -3.163 2.430 2.614 0.000
C -4.197 3.354 2.772 0.000
C -4.895 3.413 1.523 0.000
C -4.237 2.529 0.658 0.000
C 1.489 -0.209 -2.968 0.000
C 0.913 -0.718 -4.128 0.000
C 0.032 0.294 -4.648 0.000
C -0.007 1.329 -3.707 0.000
C 1.613 3.849 -3.096 0.000
C 2.001 5.188 -3.055 0.000
C 2.266 5.501 -1.682 0.000
C 2.006 4.352 -0.943 0.000
H -2.741 1.808 -1.158 0.000
H -1.688 0.454 -1.648 0.000
H -0.830 2.849 -1.982 0.000
H -0.733 3.044 -0.219 0.000
H -2.656 -1.999 1.750 0.000
H -4.712 -3.440 0.653 0.000
H -5.981 -1.735 -1.055 0.000
H -4.539 0.538 -1.081 0.000
H -2.442 2.067 3.332 0.000
H -4.444 3.920 3.673 0.000
H -5.779 4.004 1.276 0.000
H -4.500 2.292 -0.358 0.000
H 2.348 -0.548 -2.374 0.000
H 1.104 -1.684 -4.559 0.000
H -0.461 0.316 -5.607 0.000
H -0.514 2.275 -3.783 0.000
H 1.319 3.269 -3.958 0.000
H 2.098 5.849 -3.912 0.000
H 2.626 6.449 -1.287 0.000
H 2.048 4.169 0.123 0.000
O 4.363 -2.694 2.249 -0.033
N 4.259 -1.412 2.609 -0.009
O 4.961 -1.149 3.590 0.054
```